(1)
48
Properties=species:S:1:pos:R:3 method="wB97M-V/def2-TZVPD" total_charge=0 smiles=CC(C)O.CC(C)O.CO.CO.CO.CO spin_multiplicity=1 largest_force_ha_per_bohr=0.0246 relative_energy_kcal_mol=34.6 energy_ha=-851.55004 e_homo_ha=-0.3684 homo_lumo_gap_ev=10.32
C 0.118 -0.351 2.187
C 0.610 0.610 1.113
C -0.068 0.403 -0.246
O 0.399 2.002 1.499
H 0.484 -1.333 1.885
H -0.974 -0.313 2.185
H 0.476 -0.156 3.196
H 1.693 0.520 1.007
H 0.215 -0.557 -0.685
H 0.386 1.164 -0.884
H -1.152 0.502 -0.250
H -0.557 2.108 1.567
C -0.806 -1.674 -4.348
C 0.271 -0.585 -4.321
C 1.678 -1.150 -4.264
O 0.172 0.164 -5.556
H -1.769 -1.253 -4.637
H -0.925 -2.175 -3.386
H -0.526 -2.384 -5.128
H 0.078 0.103 -3.492
H 1.889 -1.653 -3.321
H 2.384 -0.323 -4.356
H 1.827 -1.810 -5.118
H -0.420 0.899 -5.373
C 1.066 1.984 5.088
O 2.111 2.269 4.179
H 0.135 2.449 4.738
H 0.896 0.910 5.199
H 1.274 2.421 6.062
H 1.770 2.159 3.285
C -1.084 -3.648 2.023
O -0.997 -3.186 0.696
H -1.622 -4.592 2.145
H -0.057 -3.755 2.364
H -1.584 -2.917 2.673
H -1.847 -3.064 0.267
C -4.094 0.523 0.976
O -3.679 -0.825 0.963
H -3.451 1.136 1.615
H -4.015 0.954 -0.024
H -5.141 0.634 1.268
H -3.334 -1.085 1.819
C 3.286 2.411 -1.014
O 2.399 3.214 -0.264
H 3.926 1.803 -0.359
H 2.731 1.761 -1.695
H 3.995 3.036 -1.553
H 1.832 2.649 0.276

(2)
48
Properties=species:S:1:pos:R:3 method="wB97M-V/def2-TZVPD" total_charge=+1 s_squared=0.7550 spin_multiplicity=2 largest_force_ha_per_bohr=0.0565 relative_energy_kcal_mol=8.7 energy_ha=-851.20852 e_homo_ha="-0.4550 / -0.4550" homo_lumo_gap_ev="9.83 / 3.03"
C -0.247 -3.177 -0.556
C -1.339 -3.994 -1.098
O -0.742 -4.967 -1.930
H -0.534 -2.328 0.065
H 0.344 -2.761 -1.371
H 0.335 -3.815 0.110
H -2.110 -3.485 -1.676
H -1.906 -4.436 -0.279
H -0.547 -4.491 -2.740
C 3.058 3.031 -2.272
C 2.597 2.465 -0.921
O 1.795 1.299 -1.133
H 3.427 4.054 -2.196
H 2.337 2.949 -3.085
H 3.942 2.449 -2.532
H 1.875 3.154 -0.483
H 3.439 2.354 -0.238
H 1.441 0.996 -0.294
C -2.978 -0.870 1.416
C -4.311 -0.130 1.280
O -5.393 -1.068 0.928
H -2.731 -1.452 0.528
H -2.875 -1.597 2.221
H -2.230 -0.101 1.609
H -4.298 0.612 0.482
H -4.520 0.400 2.209
H -6.115 -0.502 0.647
C -1.441 1.965 -1.319
C -1.052 2.320 -2.699
O -1.005 3.718 -2.783
H -2.364 2.459 -1.017
H -0.746 2.265 -0.535
H -1.615 0.895 -1.203
H -1.757 1.930 -3.433
H -0.071 1.972 -3.023
H -1.077 3.984 -3.703
C 3.262 -0.132 3.983
C 3.378 -0.588 2.500
O 2.170 -1.240 2.179
H 3.216 -1.033 4.596
H 2.385 0.494 4.145
H 4.100 0.463 4.346
H 4.270 -1.187 2.314
H 3.444 0.301 1.871
H 2.295 -2.175 2.359
O 0.302 0.051 0.848
H 0.965 -0.479 1.290
H -0.374 -0.577 0.591

(3)
59
Properties=species:S:1:pos:R:3 method="wB97M-V/def2-TZVPD" total_charge=-1 spin_multiplicity=1 largest_force_ha_per_bohr=0.1473 energy_ha=-1642.91505 e_homo_ha=-0.2352 homo_lumo_gap_ev=8.61
I -0.214 -0.047 -0.588
C 1.116 -2.761 4.441
C 0.192 -1.935 3.447
C -0.273 -0.583 3.960
O -1.268 -0.774 4.966
C -1.696 0.414 5.624
N 1.059 -1.963 2.296
H 1.289 -3.775 4.080
H 0.583 -2.985 5.365
H 2.078 -2.271 4.586
H -0.685 -2.545 3.230
H -0.626 0.031 3.131
H 0.498 0.070 4.366
H -2.346 0.137 6.455
H -2.376 1.075 5.088
H -0.923 1.078 6.009
H 0.557 -1.318 1.702
H 0.936 -2.823 1.781
C -2.711 3.359 -1.838
C -1.786 3.040 -3.014
O -2.009 1.675 -3.345
H -3.784 3.302 -2.022
H -2.624 4.384 -1.478
H -2.553 2.677 -1.002
H -0.728 3.245 -2.851
H -1.978 3.751 -3.817
H -1.817 1.219 -2.522
C 2.594 -3.292 -2.199
O 3.311 -4.038 -2.830
N 1.486 -2.766 -2.590
N 2.836 -3.013 -0.988
H 1.101 -3.060 -3.476
H 1.037 -2.188 -1.895
H 3.747 -3.162 -0.577
H 2.097 -2.613 -0.428
C -0.769 3.767 1.453
O -1.011 4.825 1.898
N -0.071 3.634 0.380
N -1.376 2.713 1.809
H 0.075 2.719 -0.020
H 0.444 4.450 0.080
H -1.095 1.817 1.438
H -2.054 2.785 2.554
C 3.328 2.532 -1.563
O 4.234 3.205 -1.992
N 2.204 2.307 -2.149
N 3.385 1.885 -0.448
H 2.137 2.272 -3.156
H 1.520 1.755 -1.650
H 4.241 1.792 0.081
H 2.617 1.287 -0.179
C -1.238 -3.202 -4.193
O -0.100 -3.320 -4.622
N -2.290 -3.743 -4.675
N -1.610 -2.449 -3.219
H -3.132 -3.603 -4.134
H -2.119 -4.581 -5.212
H -2.540 -2.466 -2.828
H -0.903 -1.929 -2.719

(4)
60
Properties=species:S:1:pos:R:3 method="wB97M-V/def2-TZVPD" total_charge=0 spin_multiplicity=1 largest_force_ha_per_bohr=0.0641 relative_energy_kcal_mol=60.4 energy_ha=-1324.57473 e_homo_ha="-0.2502 / -0.1155" homo_lumo_gap_ev="6.42 / 2.71"
Cs 8.973 7.088 9.532
N 11.839 9.214 8.661
C 13.012 8.863 9.456
C 13.489 7.401 9.321
N 12.406 6.433 9.699
C 12.397 6.059 11.082
C 11.445 4.915 11.512
N 10.929 4.145 10.385
H 11.562 8.469 7.966
H 12.046 9.989 8.061
H 12.701 9.057 10.493
H 13.867 9.519 9.291
H 14.354 7.257 9.938
H 13.622 7.359 8.218
H 12.536 5.539 9.172
H 12.122 6.914 11.670
H 13.437 5.818 11.356
H 10.577 5.376 12.015
H 11.914 4.305 12.278
H 10.330 3.373 10.733
H 11.709 3.684 9.938
N 6.247 8.286 4.932
C 6.567 7.401 5.932
O 6.377 7.684 7.135
C 7.294 6.180 5.455
C 7.537 5.212 6.550
H 5.910 9.161 5.291
H 6.464 8.081 3.956
H 8.217 6.488 4.941
H 6.688 5.648 4.713
H 7.860 4.260 6.237
H 7.053 5.512 7.457
N 8.212 10.342 7.060
C 7.988 11.186 5.876
C 9.275 11.643 5.242
N 10.369 11.566 6.181
H 9.089 9.901 6.890
H 7.434 9.665 7.148
H 7.425 12.076 6.217
H 7.301 10.684 5.160
H 9.017 12.658 4.851
H 9.555 10.997 4.389
H 10.178 12.209 6.948
H 11.227 11.901 5.699
N 9.316 10.410 12.589
N 8.501 9.856 13.610
C 8.083 8.573 13.665
N 7.284 8.356 14.759
N 8.150 7.747 12.568
N 8.081 6.413 12.848
O 8.067 6.064 14.036
O 8.187 5.642 11.854
H 9.043 11.420 12.510
H 9.062 9.972 11.653
H 8.242 10.459 14.388
H 7.629 8.983 15.488
H 7.173 7.376 14.955
O 9.217 9.964 9.818
H 10.164 9.788 9.555
H 8.726 10.366 9.067

(5)
56
Properties=species:S:1:pos:R:3 method="wB97M-V/def2-TZVPD" total_charge=0 smiles=OCCO.OCCO.OCCO.OCCO.OCCO.O.O spin_multiplicity=1 largest_force_ha_per_bohr=0.0281 relative_energy_kcal_mol=0.0 energy_ha=-1304.20525 e_homo_ha=-0.3587 homo_lumo_gap_ev=9.83
O -1.893 -0.912 2.009
C -2.836 -0.372 2.912
C -2.318 -0.288 4.345
O -2.540 -1.511 5.040
H -1.632 -0.179 1.427
H -3.118 0.646 2.607
H -3.782 -0.923 2.904
H -2.838 0.537 4.840
H -1.250 -0.066 4.297
H -1.716 -1.800 5.434
O 4.307 -0.090 2.182
C 3.522 -1.248 2.429
C 2.516 -1.422 1.338
O 3.203 -1.526 0.059
H 4.622 -0.159 1.274
H 4.187 -2.120 2.494
H 3.065 -1.091 3.405
H 1.854 -0.565 1.305
H 1.955 -2.358 1.406
H 3.785 -2.289 0.140
O -1.836 -4.421 -1.484
C -0.752 -3.521 -1.579
C -0.837 -2.484 -0.491
O -0.901 -3.163 0.750
H -1.988 -4.544 -0.538
H 0.205 -4.056 -1.501
H -0.805 -3.037 -2.556
H -1.730 -1.871 -0.669
H 0.032 -1.814 -0.509
H -1.309 -2.539 1.374
O 2.342 3.381 -2.919
C 3.542 2.900 -2.328
C 3.275 1.864 -1.265
O 2.528 2.362 -0.172
H 2.023 2.740 -3.561
H 4.224 2.458 -3.064
H 4.018 3.801 -1.930
H 4.187 1.344 -0.949
H 2.645 1.085 -1.709
H 2.972 3.139 0.182
O -2.795 2.460 -2.359
C -3.149 1.144 -1.944
C -3.061 0.179 -3.102
O -4.095 0.397 -4.063
H -1.837 2.505 -2.420
H -2.416 0.785 -1.208
H -4.161 1.149 -1.553
H -3.108 -0.866 -2.795
H -2.095 0.311 -3.613
H -4.026 1.325 -4.311
O -0.421 0.949 0.597
H -0.451 1.780 0.092
H 0.501 0.874 0.861
O -0.216 3.460 -0.483
H -0.197 3.980 0.325
H 0.599 3.682 -0.950